# 1
This record from the Open Molecules 2025 dataset describes C16H8I3NO3SbSe4Ti as an isolated structure at a distorted geometry. The level of theory is ωB97M-V/def2-TZVPD.

Geometry as XYZ:
```
37
Properties=species:S:1:pos:R:3:forces:R:3
Ti 0.7650 0.2595 0.7409 0.10 -0.50 1.69
I 5.3481 -1.0487 -0.9712 0.15 0.14 0.01
C 3.5775 -2.1040 -0.9541 0.04 -0.32 -0.09
C 3.5042 -3.3509 -1.6297 0.06 0.17 0.09
C 2.3531 -4.0773 -1.6602 -0.14 0.17 0.13
I 2.3272 -5.8777 -2.6922 0.00 -0.15 -0.07
C 1.1862 -3.5890 -1.0021 -0.09 -0.28 0.04
C -0.0693 -4.2353 -0.9636 0.11 -0.02 -0.07
C -1.1195 -3.6592 -0.3065 -0.07 0.10 0.09
C -0.9459 -2.4121 0.3126 -0.09 -0.05 0.11
N 0.2087 -1.7879 0.2991 0.26 0.24 -0.63
C 1.2734 -2.3634 -0.3269 0.35 0.02 -0.18
C 2.4869 -1.6061 -0.3030 -0.26 0.16 0.04
O 2.4476 -0.4205 0.3244 -0.18 -0.21 -0.54
H 4.3898 -3.7131 -2.1327 0.00 -0.01 0.00
H -0.1905 -5.1869 -1.4640 0.00 0.00 0.02
H -2.0859 -4.1400 -0.2660 0.01 0.00 0.02
H -1.7549 -1.9218 0.8395 -0.02 0.03 -0.05
I -3.8471 6.8049 -2.5481 -0.09 0.13 -0.06
C -2.7842 5.2259 -1.7272 0.08 -0.13 0.07
C -2.9104 3.9570 -2.2820 0.01 0.01 0.03
C -2.1979 2.9046 -1.7351 -0.07 0.00 0.03
C -1.3497 3.1323 -0.6567 0.01 0.05 0.02
C -1.2260 4.4037 -0.1059 0.01 0.05 -0.04
C -1.9558 5.4543 -0.6342 0.00 -0.03 -0.02
C -0.5532 2.0311 -0.1109 -0.11 -0.05 -0.04
O 0.5034 2.2401 0.5712 -0.03 0.20 -0.45
O -0.8767 0.8034 -0.3019 0.01 0.19 -0.26
H -3.5598 3.7949 -3.1306 0.00 0.00 0.00
H -2.2896 1.9067 -2.1422 0.01 0.00 0.00
H -0.5666 4.5600 0.7372 0.01 0.00 -0.01
H -1.8787 6.4429 -0.2043 0.01 0.00 -0.01
Se 0.9005 1.6226 6.4545 0.16 0.34 0.15
Sb 0.2133 -0.4501 5.6529 0.07 -0.26 0.22
Se -1.8585 -1.5291 5.6562 -0.24 -0.22 0.02
Se 2.1174 -2.0684 5.7579 -0.04 0.00 0.02
Se 0.4179 -0.0024 2.9047 -0.04 0.24 -0.28
```
Forces are in eV/Å.

Computed properties:
ΔE to the lowest compared entry with this formula, charge and spin ... 0.3124 eV
⟨S²⟩ ... 0.754
2S+1 ... 2
Molar mass ... 1128.42 g/mol
DFT total energy ... -12483.6565 Ha
F_max ... 1.77 eV/Å
Gap between HOMO and LUMO (spin up / spin down) ... 6.63 / 5.76 eV

=====

# 2
This record from the Open Molecules 2025 dataset describes C17H10Cl5N4O8PtS as an isolated structure. The level of theory is ωB97M-V/def2-TZVPD.

Geometry as XYZ:
```
46
Properties=species:S:1:pos:R:3:forces:R:3
Pt 1.2631 -0.2834 0.3453 -0.03 -0.13 0.05
Cl 2.8219 -1.1466 -6.8072 0.00 0.00 0.00
C 2.7919 -0.9479 -5.0911 0.01 -0.01 0.01
C 1.7841 -0.2197 -4.4743 0.01 -0.02 0.00
Cl 0.5463 0.4952 -5.4509 0.00 0.00 -0.02
C 1.7487 -0.0597 -3.0916 -0.03 0.02 0.08
Cl 0.5251 0.9547 -2.4033 0.03 0.05 -0.06
C 2.7103 -0.6685 -2.2438 -0.10 -0.16 -0.07
O 2.7478 -0.6415 -0.9617 0.19 0.23 0.02
C 3.7433 -1.3830 -2.9164 0.00 -0.02 0.00
Cl 4.9495 -2.1118 -1.9265 -0.01 0.00 -0.01
C 3.7850 -1.5172 -4.2904 -0.02 0.01 -0.01
Cl 5.0593 -2.4140 -5.0328 0.00 0.00 0.00
O 2.6914 3.0466 2.2549 0.05 -0.05 0.02
C 2.0330 2.0605 1.9633 -0.08 0.10 0.01
O 2.1508 1.4511 0.8345 0.02 -0.01 0.00
C 0.9892 1.6062 2.9899 0.01 -0.05 -0.04
C 1.1132 2.1747 4.2335 -0.03 0.01 0.05
C 0.1500 1.9685 5.2194 0.04 0.01 -0.02
C -1.0000 1.2715 4.9474 -0.07 0.01 -0.01
C -1.1575 0.7026 3.6964 0.00 0.04 0.02
C -0.1236 0.7503 2.7047 0.05 0.05 0.03
O -0.2317 0.0564 1.6344 -0.04 -0.11 -0.05
N -2.4415 0.0580 3.4546 0.00 -0.08 -0.07
O -3.2451 0.0230 4.3721 0.02 -0.04 0.02
O -2.6936 -0.4026 2.3495 -0.01 0.09 0.03
N 0.3259 2.5511 6.5428 -0.01 0.03 -0.03
O 1.3513 3.1683 6.7632 0.01 -0.01 0.01
O -0.5629 2.3916 7.3637 0.00 -0.01 0.01
H 1.9636 2.8143 4.4186 0.01 0.00 -0.01
H -1.7771 1.1720 5.6876 0.01 0.00 0.00
S 0.3538 -2.3234 -0.2912 -0.04 0.07 -0.04
C -1.0531 -1.6831 -1.0767 0.05 -0.07 -0.03
N -1.9216 -0.9359 -0.4263 -0.01 0.08 0.04
C -3.0125 -0.2285 -1.0775 0.00 -0.01 0.00
C -3.4872 -1.0270 -2.2803 0.01 0.00 0.00
C -2.3019 -1.3647 -3.1711 -0.03 0.00 0.02
N -1.2596 -1.9837 -2.3636 0.02 0.00 0.00
H -1.6881 -0.6904 0.5364 0.00 -0.03 0.02
H -2.6760 0.7668 -1.3841 0.00 0.00 -0.01
H -3.8069 -0.1031 -0.3434 0.00 0.00 0.00
H -4.2218 -0.4541 -2.8455 0.00 0.00 0.00
H -3.9648 -1.9479 -1.9390 0.00 0.00 0.00
H -1.9061 -0.4630 -3.6479 -0.01 0.00 0.00
H -2.5920 -2.0650 -3.9542 0.01 0.01 -0.01
H -0.4739 -2.4179 -2.8214 -0.01 0.00 0.01
```
Forces are in eV/Å.

Computed properties:
ΔE to the lowest compared entry with this formula, charge and spin ... 0.0649 eV
Charge ... -1
2S+1 ... 1
Molar mass ... 802.70 g/mol
DFT total energy ... -4293.2636 Ha
F_max ... 0.30 eV/Å
Gap between HOMO and LUMO ... 7.37 eV

=====

# 3
This record from the Open Molecules 2025 dataset describes C17H10FeN2O2S2SbSe4 as an isolated structure. The level of theory is ωB97M-V/def2-TZVPD.

Geometry as XYZ:
```
39
Properties=species:S:1:pos:R:3:forces:R:3
Fe -1.6614 1.1599 -2.1230 0.05 -0.33 -0.29
Se -7.5696 1.7631 -2.8806 -0.02 -0.03 0.02
Sb -5.8265 1.2480 -1.2901 -0.05 0.08 0.00
Se -2.9845 2.1769 -4.0967 0.12 -0.10 0.34
Se -3.7482 2.7253 -1.9238 -0.14 0.24 -0.04
Se -5.1296 -1.0251 -0.9283 0.05 -0.06 0.00
O -0.2467 -2.6388 -2.4596 0.00 0.05 -0.01
C -0.7526 -1.5655 -2.1339 0.04 -0.03 0.07
O -1.2204 -0.6603 -2.8882 -0.05 0.08 -0.03
C -0.8155 -1.2533 -0.6361 -0.02 0.02 0.02
C -0.1996 -2.1254 0.2918 -0.04 0.01 0.02
C -0.1750 -1.7746 1.6042 -0.01 0.00 -0.02
C -0.7917 -0.5677 2.0165 -0.01 -0.02 0.01
C -0.8170 -0.1330 3.3630 0.00 0.00 0.00
C -1.4427 1.0322 3.7026 0.00 0.00 -0.01
C -2.0743 1.8144 2.7097 0.01 0.00 0.02
C -2.0596 1.4232 1.4028 0.01 -0.01 -0.01
C -1.4114 0.2232 1.0287 -0.10 0.01 0.00
N -1.3979 -0.1373 -0.2855 0.15 0.08 -0.09
H 0.2518 -3.0279 -0.0928 0.01 0.00 0.00
H 0.3125 -2.3994 2.3450 0.00 0.00 0.00
H -0.3319 -0.7432 4.1170 0.00 -0.01 0.00
H -1.4583 1.3602 4.7350 0.00 0.00 0.00
H -2.5720 2.7348 2.9885 0.00 0.00 0.00
H -2.5317 2.0082 0.6244 0.00 0.00 0.01
S 0.0002 2.7875 -1.2566 0.05 -0.01 -0.02
C 1.3232 1.7237 -1.0107 0.00 0.03 0.06
N 1.4179 0.4909 -1.3963 -0.01 -0.03 -0.05
C 2.6058 -0.0904 -1.0144 0.00 -0.02 -0.01
C 2.9595 -1.4135 -1.2862 0.01 0.03 0.00
C 4.1831 -1.8813 -0.8405 0.00 -0.01 -0.01
C 5.0586 -1.0534 -0.1320 0.00 0.00 0.00
C 4.7184 0.2625 0.1423 0.00 0.00 0.00
C 3.4900 0.7368 -0.2994 -0.02 0.03 0.00
S 2.7587 2.3010 -0.1169 -0.03 0.01 0.01
H 2.2641 -2.0378 -1.8364 0.00 0.00 0.01
H 4.4672 -2.9069 -1.0443 0.00 0.00 0.00
H 6.0115 -1.4414 0.2080 0.00 0.00 0.00
H 5.3957 0.9043 0.6928 0.00 0.00 0.00
```
Forces are in eV/Å.

Computed properties:
ΔE to the lowest compared entry with this formula, charge and spin ... 0.3892 eV
Charge ... -2
⟨S²⟩ ... 8.784
2S+1 ... 6
Molar mass ... 831.86 g/mol
DFT total energy ... -12820.1459 Ha
F_max ... 0.44 eV/Å
Gap between HOMO and LUMO (spin up / spin down) ... 5.66 / 5.48 eV

=====

# 4
This record from the Open Molecules 2025 dataset describes C17H11ClF11IO5PbSSe as an isolated structure at a distorted geometry. The level of theory is ωB97M-V/def2-TZVPD.

Geometry as XYZ:
```
49
Properties=species:S:1:pos:R:3:forces:R:3
Pb -1.2916 1.1462 0.0907 -0.77 0.68 1.06
C -0.0588 -2.7460 -1.6216 0.86 -0.59 -0.02
C -1.3237 -2.5080 -0.8739 -0.08 -0.10 0.30
C -2.4923 -2.2558 -1.5945 0.06 0.22 0.63
C -3.6292 -1.7777 -0.9430 0.51 -0.25 -0.58
C -3.6279 -1.5939 0.4232 -0.13 0.31 0.47
C -2.5185 -1.9997 1.1621 0.45 0.01 0.58
C -1.3622 -2.4725 0.5264 -0.85 0.31 -0.21
H -0.3001 -3.2446 -2.5673 0.26 0.14 0.00
H 0.6563 -3.3907 -1.0655 -0.45 0.32 -0.23
H 0.4737 -1.8018 -1.8260 -0.42 -0.32 0.03
H -2.4750 -2.3980 -2.6667 -0.06 0.17 -0.09
H -4.4819 -1.5120 -1.5386 -0.35 0.14 -0.07
H -4.4600 -1.0629 0.8904 0.21 -0.35 0.08
H -2.4932 -1.8901 2.2571 -0.19 -0.01 -0.60
H -0.5205 -2.7971 1.1300 0.10 0.20 -0.16
F 3.4443 -3.1731 3.5183 0.44 -0.58 -0.08
C 2.6553 -2.1307 3.2503 -0.26 -0.33 0.22
C 1.3206 -2.1882 3.6060 -0.59 0.46 0.20
F 0.8017 -3.2747 4.2218 0.36 0.01 -0.27
C 0.5148 -1.0738 3.4342 -0.04 0.44 0.35
F -0.7637 -1.1623 3.8775 0.64 -0.06 -0.34
C 1.0121 0.1670 2.9684 0.18 -1.57 -0.02
S 0.0215 1.5482 2.8456 -0.62 0.76 -0.61
C 2.3719 0.1364 2.6237 -0.41 0.37 0.14
F 2.9280 1.2806 2.2184 0.36 0.06 -0.26
C 3.1820 -0.9767 2.7201 -0.36 0.43 -0.04
F 4.4598 -0.9207 2.3252 0.18 -0.08 0.12
C 2.1337 2.5671 -0.9135 -0.92 -0.58 0.42
C 1.5843 1.3259 -1.6882 -0.50 -0.01 -0.91
O 0.3700 0.7817 -1.2737 1.68 0.82 -0.42
C 2.6589 0.1720 -1.5261 -0.79 0.64 0.50
F 2.4924 -0.8563 -2.4038 0.45 0.69 0.70
F 2.4750 -0.3092 -0.2529 0.68 -0.07 -1.30
F 3.9492 0.6134 -1.6097 -0.83 -0.64 -0.09
C 1.3883 1.7600 -3.2213 -0.40 -0.24 0.72
F 0.6343 0.8674 -3.9171 0.53 0.83 0.45
F 2.5908 1.8236 -3.8725 -0.68 0.44 0.20
F 0.7525 2.9878 -3.2916 1.15 -1.78 -0.17
H 2.9630 3.0825 -1.4209 -0.30 -0.33 0.12
H 1.2868 3.2533 -0.7517 0.36 -0.15 -0.22
H 2.4352 2.1994 0.0791 0.09 0.30 -0.32
O -1.1888 3.6816 -0.5173 -0.10 -0.02 -0.86
Cl -2.2145 3.8404 -1.6006 -0.39 2.96 2.92
O -1.6718 4.5519 -2.7026 0.53 -0.29 -0.67
O -3.3232 4.6227 -1.0637 0.90 -0.74 -0.44
O -2.6372 2.5306 -1.8951 -0.58 -2.11 -1.35
I -4.7943 1.5235 3.1538 0.00 -0.16 0.09
Se -3.9280 3.0530 1.2968 0.07 -0.33 0.05
```
Forces are in eV/Å.

Computed properties:
ΔE to the lowest compared entry with this formula, charge and spin ... 0.7994 eV
Charge ... -2
2S+1 ... 1
Molar mass ... 984.83 g/mol
DFT total energy ... -5879.3970 Ha
F_max ... 4.18 eV/Å
Gap between HOMO and LUMO ... 5.79 eV

=====

> Which of these has the lowest molar mass?

C17H10Cl5N4O8PtS